A 7-piece molecular cluster, C48H91Br3FN4O19P2S6 overall. Source: the OMol25 dataset; level of theory: ωB97M-V with the def2-TZVPD basis set.

Last column: Mulliken charge in e.
Geometry (Å):
C1 -2.057 -0.328 -0.180  -1.7719
C2 -0.854 0.338 -0.200  -1.1876
C3 0.181 0.365 0.937  1.3143
P1 1.891 0.240 0.040  -0.1113
O1 1.753 0.837 -1.498  -0.3646
Br1 3.386 1.614 1.042  0.0073
C4 0.061 1.811 1.598  0.3431
P2 0.248 3.155 0.280  0.0976
O2 0.676 4.562 1.058  -0.4408
O3 -1.284 3.467 -0.316  -0.1740
C5 -1.331 1.918 2.323  -0.4312
C6 -1.630 3.337 2.855  -0.8022
C7 -2.982 3.490 3.642  -1.1400
C8 -4.082 2.444 3.310  -0.4125
C9 -4.657 2.658 1.859  0.1778
C10 -5.600 3.915 1.818  -0.6791
C11 -6.584 3.701 0.607  0.2740
C12 -7.693 4.786 0.541  -0.7213
C13 -8.763 4.696 1.680  -0.6428
O4 -8.601 3.574 2.558  -0.3562
C14 -9.177 2.447 2.086  0.7652
C15 -9.018 1.212 3.000  -0.8855
O5 -9.735 2.341 1.047  -0.5256
N1 -1.342 0.856 3.361  1.9777
C16 -0.580 1.175 4.575  0.0715
C17 -1.477 1.495 5.807  -0.1298
O6 -1.315 2.433 6.445  -0.4258
F1 -2.463 0.633 6.198  -0.3043
C18 -1.070 -0.418 2.849  -3.5078
N2 -1.867 -1.380 3.239  1.5704
O7 -2.877 -1.025 4.100  -0.4214
C19 -1.782 -2.810 2.917  -1.1478
Br2 -0.381 -3.716 4.000  -0.0040
C20 -1.780 -3.185 1.410  0.8524
C21 -1.304 -4.701 1.316  -1.2768
Br3 -3.654 -3.198 0.740  -0.0861
N3 0.010 -0.720 1.948  1.7840
C22 1.249 -0.924 2.768  -0.8611
C23 2.110 -2.161 2.326  -0.1366
C24 2.909 -2.761 3.518  -0.8879
N4 2.796 -4.225 3.607  -0.4755
H1 -2.328 -1.146 -0.863  0.4576
H2 -2.823 0.029 0.543  0.0997
H3 -0.668 0.943 -1.110  1.3918
H4 2.215 0.182 -2.050  0.3334
H5 0.823 1.996 2.385  0.0100
H6 0.799 5.199 0.334  0.4189
H7 -1.430 2.932 -1.131  0.3438
H8 -2.155 1.679 1.622  -0.5321
H9 -1.653 4.083 2.040  0.6769
H10 -0.825 3.696 3.536  0.0831
H11 -3.407 4.478 3.360  0.6926
H12 -2.841 3.558 4.739  0.3964
H13 -3.804 1.394 3.511  -0.0625
H14 -4.942 2.664 3.982  0.7127
H15 -3.858 2.817 1.109  -0.5320
H16 -5.282 1.773 1.637  0.2306
H17 -6.157 4.036 2.763  0.4463
H18 -5.006 4.817 1.579  0.2863
H19 -5.973 3.775 -0.312  -0.6595
H20 -6.967 2.667 0.671  0.3984
H21 -8.198 4.677 -0.440  0.3522
H22 -7.193 5.774 0.563  0.3728
H23 -8.650 5.598 2.312  0.3359
H24 -9.775 4.771 1.242  0.3963
H25 -7.952 0.911 2.930  0.1296
H26 -9.187 1.517 4.049  0.3087
H27 -9.688 0.400 2.695  0.3123
H28 0.105 2.050 4.487  -0.0071
H29 0.057 0.332 4.920  0.7796
H30 -2.749 -1.606 4.876  0.3780
H31 -2.703 -3.268 3.319  0.6614
H32 -1.089 -2.627 0.768  -0.0408
H33 -0.201 -4.777 1.328  0.3275
H34 -1.791 -5.340 2.069  0.4328
H35 -1.595 -5.025 0.299  0.2252
H36 0.907 -1.187 3.792  0.8618
H37 1.866 -0.010 2.895  -0.0405
H38 1.380 -2.898 1.934  -0.1993
H39 2.781 -1.928 1.482  0.6352
H40 3.988 -2.515 3.387  0.3352
H41 2.533 -2.350 4.480  0.3032
H42 2.903 -4.686 2.710  0.1908
H43 3.398 -4.622 4.319  0.2320
C25 -1.763 -5.538 -3.890  -0.8631
C26 -0.433 -6.086 -4.419  -0.6848
C27 0.671 -5.123 -3.968  0.1829
S1 0.087 -4.367 -2.455  1.2647
O8 -0.114 -2.956 -2.686  -0.6226
O9 0.873 -4.854 -1.342  -0.7282
C28 -1.506 -5.170 -2.432  -0.5451
H44 -2.568 -6.266 -3.982  0.4157
H45 -2.046 -4.647 -4.456  0.3269
H46 -0.254 -7.078 -3.995  0.3267
H47 -0.442 -6.191 -5.504  0.4046
H48 1.606 -5.645 -3.772  0.2364
H49 0.833 -4.333 -4.700  -0.5434
H50 -2.247 -4.492 -2.018  0.3044
H51 -1.423 -6.063 -1.810  0.4008
C29 2.352 -0.712 -7.423  -0.5742
C30 3.529 -1.428 -6.751  -0.8250
C31 3.028 -2.799 -6.283  0.1892
S2 1.697 -3.248 -7.391  1.2093
O10 0.462 -3.291 -6.636  -0.6319
O11 2.122 -4.347 -8.226  -0.7001
C32 1.719 -1.741 -8.353  -0.7789
H52 2.674 0.175 -7.968  0.3869
H53 1.629 -0.398 -6.664  0.2584
H54 4.336 -1.560 -7.476  0.3192
H55 3.930 -0.852 -5.917  0.3693
H56 3.812 -3.562 -6.338  -0.0197
H57 2.623 -2.754 -5.272  0.2014
H58 0.707 -1.481 -8.658  0.4103
H59 2.343 -1.916 -9.230  0.3535
C33 4.135 -7.851 -4.621  0.1659
C34 4.367 -8.210 -6.093  -0.8087
C35 4.789 -6.927 -6.818  -0.4285
S3 5.592 -5.899 -5.587  1.0922
O12 4.785 -4.711 -5.383  -0.6221
O13 7.000 -5.820 -5.871  -0.7375
C36 5.333 -7.003 -4.206  -0.8768
H60 4.039 -8.739 -3.997  0.4033
H61 3.214 -7.269 -4.525  -0.3265
H62 5.166 -8.953 -6.164  0.3163
H63 3.477 -8.643 -6.548  0.4095
H64 5.489 -7.129 -7.625  0.4038
H65 3.927 -6.381 -7.202  0.1590
H66 5.161 -6.427 -3.299  0.4318
H67 6.230 -7.613 -4.098  0.3875
C37 3.084 1.806 7.768  -0.4487
C38 4.315 1.082 7.212  -0.6935
C39 4.229 1.138 5.682  -0.1809
S4 3.303 2.623 5.290  0.7910
O14 2.053 2.234 4.666  -0.5223
O15 4.183 3.589 4.688  -0.6895
C40 2.973 3.105 6.977  -0.7978
H68 3.174 1.996 8.837  0.4095
H69 2.192 1.193 7.608  0.1828
H70 5.221 1.592 7.548  0.2994
H71 4.372 0.052 7.564  0.3851
H72 5.213 1.197 5.222  0.4936
H73 3.682 0.284 5.280  -0.1775
H74 1.990 3.568 7.044  0.3873
H75 3.745 3.815 7.275  0.3843
C41 6.551 5.221 0.203  -0.4834
C42 6.115 5.774 1.564  -0.7899
C43 6.264 4.644 2.588  -0.0042
S5 7.572 3.581 1.974  1.0941
O16 7.006 2.295 1.643  -0.5702
O17 8.730 3.707 2.823  -0.6974
C44 7.859 4.481 0.456  -0.7493
H76 6.676 6.013 -0.535  0.3580
H77 5.794 4.526 -0.172  0.2236
H78 6.762 6.610 1.841  0.3360
H79 5.091 6.147 1.539  0.3297
H80 6.542 5.021 3.570  0.3770
H81 5.356 4.050 2.664  -0.1478
H82 8.123 3.787 -0.339  0.4065
H83 8.678 5.178 0.634  0.3433
C45 -3.941 4.485 -4.261  -0.7545
C46 -4.620 3.332 -5.009  -0.6074
C47 -4.169 2.026 -4.345  -0.8918
S6 -3.805 2.434 -2.639  1.4361
O18 -2.385 2.245 -2.413  -0.9370
O19 -4.794 1.837 -1.781  -0.7195
C48 -4.128 4.185 -2.778  -0.6031
H84 -4.369 5.450 -4.530  0.3960
H85 -2.876 4.508 -4.507  0.3139
H86 -5.705 3.432 -4.925  0.3057
H87 -4.373 3.339 -6.070  0.3456
H88 -4.948 1.267 -4.372  0.3726
H89 -3.258 1.639 -4.801  0.3488
H90 -3.446 4.739 -2.135  0.4677
H91 -5.160 4.356 -2.467  0.2662

Properties
**Kohn-Sham gap**: 6.6 eV
**E_HOMO**: -0.3640 Ha
**Strongest force on any atom**: 0.0862 hartree/bohr
**Spin multiplicity**: 1
**Total charge**: +1